(1)
The following is a DFT calculation (wB97M-V/def2-TZVPD) of C2H4O2 in the gas phase.

Energy relative to the best compared isomer or geometry (same formula, charge and spin) = 295.2 kJ/mol
E_LUMO = 0.9 eV
Frontier orbital gap = 11.08 eV

Structure (XYZ):
```
8
Properties=species:S:1:pos:R:3:nbo_charge:R:1
C -0.9844 -0.1873 0.0676 -0.266
O 0.2978 -0.5729 0.5041 -0.641
C 1.4940 0.2889 -0.0244 0.612
O 1.5756 1.4672 -0.0483 -0.484
H -0.8968 0.6600 -0.6211 0.175
H -1.5847 0.1083 0.9260 0.183
H -1.4897 -1.0140 -0.4553 0.182
H 1.5881 -0.7502 -0.3486 0.240
```

=====

(2)
The following is a DFT calculation (wB97M-V/def2-TZVPD) of a 2-piece molecular cluster, C10H16O overall.

Energy relative to the best compared isomer or geometry (same formula, charge and spin) = 247.3 kJ/mol
E_LUMO = 0.8 eV
Frontier orbital gap = 8.89 eV

Structure (XYZ):
```
27
Properties=species:S:1:pos:R:3:nbo_charge:R:1
C -2.6787 -1.1611 2.5090 -0.625
C -1.3985 -1.0045 1.7360 -0.057
C -1.1762 -1.9138 0.6690 -0.197
C 0.0981 -1.9839 0.2011 -0.271
C 1.1582 -1.2584 0.8135 0.329
O 2.3857 -1.7870 0.6515 -0.652
C 0.8577 -0.0701 1.5042 -0.318
C -0.4733 -0.0414 2.0185 -0.214
H -2.8805 -0.1889 2.9878 0.211
H -2.5172 -1.9550 3.2676 0.217
H -3.6183 -1.4886 2.0307 0.218
H -1.9140 -2.6198 0.3070 0.220
H 0.2708 -2.4260 -0.7997 0.226
H 3.0416 -1.1711 0.9875 0.478
H 1.6259 0.6928 1.5418 0.221
H -0.7982 0.9258 2.4005 0.215
C -0.2967 1.0151 -2.3508 -0.633
C 0.4489 2.2277 -1.9231 -0.413
C 1.9376 1.7346 -1.9741 -0.604
H -0.5903 0.4527 -1.4231 0.227
H 0.2247 0.4414 -3.0920 0.208
H -1.3642 1.0520 -2.6623 0.209
H 0.4818 3.1155 -2.5238 0.199
H 0.2150 2.6931 -0.9665 0.203
H 2.5201 2.3341 -1.2812 0.201
H 2.0711 0.6887 -1.6401 0.199
H 2.3690 1.6960 -2.9890 0.205
```

=====

(3)
The following is a DFT calculation (wB97M-V/def2-TZVPD) of a 2-piece molecular cluster, C22H18ClN2O4S2 overall.

Net charge = -1
Energy relative to the best compared isomer or geometry (same formula, charge and spin) = 0.0 kJ/mol
E_LUMO = 1.9 eV
Frontier orbital gap = 4.41 eV

Structure (XYZ):
```
49
Properties=species:S:1:pos:R:3:nbo_charge:R:1
N 4.0026 -2.9344 -9.0941 -0.347
C 3.5727 -2.7281 -8.0357 0.301
C 3.0591 -2.4775 -6.7528 -0.213
C 2.0671 -1.5215 -6.5617 -0.167
C 1.5536 -1.2969 -5.3034 -0.216
C 2.0184 -2.0230 -4.2328 -0.156
S 1.3088 -1.7733 -2.5991 2.028
C 2.4407 -0.6270 -1.8249 -0.990
Cl 2.0225 0.0497 -0.3181 -0.078
O 0.0353 -1.0071 -2.8549 -0.953
O 1.5116 -3.1174 -1.9447 -0.950
C 2.9971 -2.9724 -4.4055 -0.226
C 3.5180 -3.2033 -5.6592 -0.154
H 1.6953 -0.9646 -7.4064 0.216
H 0.7586 -0.5843 -5.1512 0.253
H 3.3696 -0.3733 -2.2820 0.201
H 3.3147 -3.5617 -3.5598 0.253
H 4.2764 -3.9562 -5.7996 0.215
C -6.9990 1.4834 2.2822 -0.628
C -5.6266 0.9301 2.4202 -0.017
C -5.0612 0.7742 3.6772 -0.179
C -3.7878 0.2630 3.8159 -0.178
C -3.0701 -0.1020 2.7027 -0.325
S -1.4202 -0.7967 2.8906 2.197
N -0.4890 0.5739 2.8149 -0.689
C 0.7487 0.3492 2.9139 0.185
C 1.7589 1.3945 2.8813 -0.053
C 3.1136 1.0935 3.0138 -0.158
C 4.0535 2.0994 2.9934 -0.224
C 3.6618 3.4148 2.8444 -0.182
C 2.3231 3.7250 2.7168 -0.223
C 1.3780 2.7235 2.7346 -0.165
O -1.3611 -1.3931 4.2656 -0.936
O -1.1690 -1.6564 1.6879 -0.891
C -3.6152 0.0419 1.4495 -0.152
C -4.8884 0.5529 1.3069 -0.220
H -7.3021 1.5414 1.2366 0.214
H -7.7192 0.8548 2.8063 0.218
H -7.0518 2.4877 2.7035 0.218
H -5.6242 1.0469 4.5529 0.199
H -3.3506 0.1270 4.7919 0.236
H 1.0670 -0.6805 3.0370 0.192
H 3.4189 0.0682 3.1402 0.219
H 5.0983 1.8600 3.1021 0.212
H 4.4014 4.1995 2.8345 0.208
H 2.0169 4.7519 2.6114 0.210
H 0.3309 2.9589 2.6456 0.228
H -3.0439 -0.2658 0.5884 0.255
H -5.3138 0.6513 0.3236 0.212
```

=====

(4)
The following is a DFT calculation (wB97M-V/def2-TZVPD) of C34H40IN6O3PbSSe2 as an isolated structure.

Net charge = +3
Energy relative to the best compared isomer or geometry (same formula, charge and spin) = 496.3 kJ/mol
E_LUMO (spin up / spin down) = -9.2 / -10.6 eV
Frontier orbital gap (spin up / spin down) = 6.30 / 4.85 eV

Structure (XYZ):
```
88
Properties=species:S:1:pos:R:3:lowdin_charge:R:1
Pb 0.0075 0.6868 0.0487 1.465
O -1.1230 4.1559 2.1033 0.106
C -0.6786 3.5797 1.1360 -0.462
N 0.4597 2.7897 1.0440 -0.025
C 1.4126 2.9059 2.0434 -0.461
O 1.3586 3.6395 3.0031 0.071
C 2.6725 2.1097 1.8251 -0.197
C 3.7733 2.4567 2.6008 0.034
C 4.9603 1.7689 2.4292 -0.006
C 4.9970 0.7479 1.4910 -0.021
C 3.8500 0.4655 0.7746 -0.145
N 2.6968 1.1298 0.9200 0.064
C -1.4376 3.6898 -0.1577 -0.205
C -2.1961 4.8330 -0.3751 0.039
C -2.9168 4.9359 -1.5508 -0.001
C -2.8802 3.8772 -2.4477 -0.024
C -2.1217 2.7663 -2.1330 -0.160
N -1.3878 2.6736 -1.0152 0.015
H 3.6675 3.2635 3.3119 0.133
H 5.8331 2.0242 3.0152 0.129
H 5.8989 0.1735 1.3290 0.120
H 3.8508 -0.3530 0.0657 0.069
H -2.1964 5.6072 0.3778 0.135
H -3.5084 5.8170 -1.7627 0.130
H -3.4364 3.9037 -3.3748 0.125
H -2.1144 1.9118 -2.7932 0.085
C -2.3417 -2.0128 4.6985 -0.290
Se -2.3471 -1.8107 2.7846 1.256
C -4.0937 -0.9707 2.6394 -0.474
C -4.6534 -0.9520 1.2339 -0.516
Se -3.4764 -0.1377 -0.1295 0.855
C -4.8597 0.8489 -1.0821 -0.350
H -2.6624 -1.0750 5.1480 0.056
H -1.3333 -2.2718 5.0113 0.048
H -3.0300 -2.8136 4.9702 0.065
H -3.9595 0.0317 3.0500 0.080
H -4.7536 -1.5357 3.3023 0.101
H -5.5693 -0.3649 1.2357 0.086
H -4.8867 -1.9545 0.8845 0.074
H -5.6128 0.1460 -1.4265 0.042
H -4.3871 1.3237 -1.9355 0.004
H -5.3004 1.6018 -0.4353 0.043
S -0.6893 0.3678 -5.1349 1.135
C -0.1053 0.7931 -3.5809 -0.514
N -0.3330 -0.0451 -2.6117 -0.082
C -1.0002 -1.1737 -3.0969 -0.358
C -1.3208 -2.3278 -2.3764 -0.060
C -1.9521 -3.3630 -3.0301 -0.050
C -2.2676 -3.2793 -4.3935 -0.043
C -1.9406 -2.1590 -5.1280 -0.056
C -1.2924 -1.1167 -4.4671 -0.451
H 0.3970 1.7420 -3.4262 0.093
H -1.0571 -2.3998 -1.3283 0.098
H -2.2111 -4.2628 -2.4872 0.118
H -2.7549 -4.1103 -4.8851 0.124
H -2.1710 -2.0904 -6.1832 0.126
N -1.9367 2.0417 3.9432 0.213
C -0.9104 1.2323 3.7693 -0.615
O -0.7821 0.5176 2.7357 -0.233
C 0.0824 1.0812 4.8976 -0.552
I 0.3413 2.7514 6.2089 0.965
H -2.5335 2.2667 3.1605 0.126
H -1.9335 2.7014 4.7116 0.062
H 1.0515 0.8159 4.4857 0.054
H -0.2564 0.2736 5.5449 0.044
C 3.5176 -0.2461 -2.6208 0.031
N 3.3053 -1.6368 -3.1032 -0.153
C 4.5762 -2.4162 -3.0615 0.026
C 2.1376 -2.3176 -2.4116 -0.058
C 2.2238 -2.4262 -0.9051 -0.226
C 2.9897 -3.4729 -0.3663 -0.024
C 3.0604 -3.6998 0.9977 -0.032
C 2.3172 -2.9167 1.8682 -0.039
C 1.5290 -1.8893 1.3624 -0.145
C 1.5214 -1.6443 0.0053 -0.106
H 4.2781 0.2414 -3.2264 0.124
H 3.8516 -0.2703 -1.5889 0.064
H 2.5833 0.3066 -2.6851 0.092
H 3.0369 -1.5758 -4.0861 0.188
H 4.9207 -2.4955 -2.0347 0.104
H 5.3315 -1.9037 -3.6529 0.118
H 4.4152 -3.4084 -3.4779 0.119
H 2.0677 -3.3190 -2.8336 0.150
H 1.2527 -1.7593 -2.6891 0.089
H 3.5088 -4.1442 -1.0407 0.124
H 3.6805 -4.5003 1.3801 0.127
H 2.3445 -3.1000 2.9350 0.124
H 0.9520 -1.2751 2.0495 0.067
```

=====

(5)
The following is a DFT calculation (wB97M-V/def2-TZVPD) of a 2-piece molecular cluster, C4H11N3O2 overall.

Energy relative to the best compared isomer or geometry (same formula, charge and spin) = 359.9 kJ/mol
E_LUMO = 0.6 eV
Frontier orbital gap = 9.39 eV

Structure (XYZ):
```
20
Properties=species:S:1:pos:R:3:nbo_charge:R:1
H -3.1986 0.4614 0.8736 0.365
N -2.3492 0.5914 1.3011 -0.795
C -1.3166 -0.1485 1.3276 0.594
N -1.1948 -1.4941 1.2048 -0.834
N 0.0488 0.3772 1.6000 -0.688
C 0.4583 0.7849 3.0165 -0.399
H -0.2133 -1.6948 1.3356 0.411
H -1.9267 -2.0898 1.6957 0.393
H 0.1215 1.1702 0.9183 0.364
H -0.3045 1.3137 3.5113 0.195
H 1.3968 1.1932 2.8212 0.208
H 0.6159 -0.2116 3.5124 0.186
C 0.4617 -0.4175 -3.4915 -0.779
C 1.1015 -0.2118 -2.2591 0.759
O 1.3065 -0.8115 -1.1881 -0.534
O 1.9513 0.8822 -2.4884 -0.766
H 0.7389 -1.3056 -4.1673 0.268
H 1.0398 0.2952 -4.1615 0.274
H -0.7543 -0.3129 -3.5303 0.271
H 2.0169 1.6286 -1.8320 0.507
```